1.
{
  "formula": "C34H36AsF4N5OSV",
  "method": "ωB97M-V/def2-TZVPD",
  "spin_multiplicity": 3,
  "s2": 2.029,
  "e_above_lowest_ev": 0.084,
  "largest_force_ha_per_bohr": 0.0151,
  "gap_ev": [7.461, 8.027],
  "charge": 1,
  "species": ["As", "V", "S", "F", "F", "F", "F", "O", "N", "N", "N", "N", "N", "C", "C", "C", "C", "C", "C", "C", "C", "C", "C", "C", "C", "C", "C", "C", "C", "C", "C", "C", "C", "C", "C", "C", "C", "C", "C", "C", "C", "C", "C", "C", "C", "C", "C", "H", "H", "H", "H", "H", "H", "H", "H", "H", "H", "H", "H", "H", "H", "H", "H", "H", "H", "H", "H", "H", "H", "H", "H", "H", "H", "H", "H", "H", "H", "H", "H", "H", "H", "H", "H"],
  "positions_angstrom": [[-0.6137, -0.9573, -1.3630], [0.8975, -0.2933, 0.7498], [1.6692, -2.4453, 0.3516], [4.2970, -0.8737, 2.0034], [6.6997, 0.1452, 1.3656], [4.7503, 4.3809, 0.7439], [2.3326, 3.3626, 1.3464], [1.5647, 1.1961, -0.7146], [-0.8355, 3.6994, -0.4080], [-0.0653, -0.8022, 2.7000], [1.9962, 0.6677, 2.0020], [-0.3418, 1.6627, 0.4006], [-2.3064, 2.7210, 1.1290], [0.3213, 1.6285, -4.4999], [5.7793, 2.2833, 1.0490], [-0.8574, 2.3224, -4.7493], [3.4225, 2.5604, 1.3848], [-4.9527, -2.6412, -0.6259], [-2.3999, -1.6609, -1.1374], [-2.7317, -2.9598, -1.5006], [-1.9794, 1.0224, -3.0597], [0.3750, 3.3173, -1.1171], [-1.4876, -1.2067, 2.5853], [-2.0054, 2.0167, -4.0310], [2.2549, -3.8914, -1.8809], [1.3909, 1.1264, 3.2449], [-3.3496, -0.8574, -0.5087], [-4.6254, -1.3416, -0.2610], [0.6382, 1.9748, -0.4856], [-0.7979, 0.3370, -2.7950], [0.3051, -2.1053, 4.8618], [1.4339, -2.8974, -1.3479], [2.0789, -4.3223, -3.1863], [-1.6045, 4.8992, -0.6748], [4.3950, 0.4208, 1.6873], [-1.1936, 2.6986, 0.3970], [5.6327, 0.9463, 1.3630], [0.7522, -1.8108, 3.4339], [1.0849, -3.7727, -3.9875], [3.2494, 1.2174, 1.7055], [0.4299, -2.3558, -2.1566], [0.3531, 0.6468, -3.5208], [4.6561, 3.0828, 1.0636], [-4.0059, -3.4474, -1.2426], [-1.7069, -2.6277, 2.0955], [0.2641, -2.7865, -3.4694], [-0.0006, 0.5131, 3.3702], [-2.5058, 4.6792, -1.2510], [-5.3631, -0.7117, 0.2197], [0.3801, -1.2378, 5.5172], [-0.7159, -2.4853, 4.9074], [-1.9950, -3.5961, -1.9755], [2.7285, -5.0916, -3.5827], [1.7819, -1.4542, 3.4253], [-0.8848, 3.0854, -5.5163], [-1.1146, -2.8331, 1.2042], [-0.2815, 0.4325, 4.4232], [-1.9503, -0.5136, 1.8749], [-0.7328, 1.1578, 2.8867], [0.7371, -2.7264, 2.8480], [-2.7604, -2.7577, 1.8455], [-0.9878, 5.5842, -1.2495], [-3.0870, 0.1544, -0.2137], [6.7480, 2.6914, 0.7987], [2.0131, 0.8526, 4.1058], [-2.9318, 2.5346, -4.2446], [1.1983, 4.0112, -0.9443], [-2.9398, 3.5000, 1.1044], [3.0334, -4.3179, -1.2624], [0.2014, 3.2032, -2.1907], [-0.5081, -2.3402, -4.0862], [-4.2599, -4.4605, -1.5248], [-2.8884, 0.7652, -2.5312], [-2.5170, 1.9411, 1.7268], [0.9600, -2.8742, 5.2709], [1.2880, 2.2173, 3.2698], [-1.8759, 5.3990, 0.2560], [-1.9873, -1.0649, 3.5508], [0.9567, -4.1096, -5.0072], [1.2143, 1.8503, -5.0698], [-1.4469, -3.3649, 2.8543], [-5.9447, -3.0243, -0.4273], [1.2747, 0.1117, -3.3227]],
  "forces_ev_per_a": [[-0.008, -0.161, 0.192], [-0.079, 0.553, 0.538], [0.032, 0.037, 0.017], [0.027, 0.057, 0.001], [-0.017, -0.017, 0.002], [-0.023, -0.024, 0.008], [0.038, 0.029, 0.000], [0.021, -0.140, -0.071], [-0.009, 0.029, -0.014], [0.023, -0.135, -0.189], [-0.277, -0.091, -0.316], [0.133, -0.139, -0.017], [-0.019, -0.021, -0.017], [-0.023, 0.011, 0.021], [0.072, -0.069, 0.009], [-0.005, -0.004, 0.001], [-0.166, -0.010, 0.005], [0.034, -0.002, -0.007], [-0.001, 0.017, -0.016], [0.029, -0.014, -0.014], [0.053, -0.029, 0.070], [0.056, -0.050, -0.022], [-0.045, -0.073, -0.015], [-0.003, 0.012, -0.023], [-0.010, -0.009, -0.061], [0.035, -0.066, 0.064], [0.020, -0.013, -0.031], [0.014, 0.000, 0.008], [-0.042, 0.130, -0.126], [0.124, 0.044, -0.097], [0.034, 0.030, -0.074], [-0.008, 0.024, -0.047], [0.017, 0.022, 0.080], [-0.056, -0.012, 0.006], [-0.144, -0.084, 0.055], [0.013, 0.061, -0.027], [0.033, 0.122, -0.038], [-0.039, -0.017, 0.168], [0.013, -0.026, -0.028], [0.148, -0.142, 0.011], [0.029, 0.030, 0.009], [-0.022, -0.027, -0.006], [0.021, 0.093, -0.033], [-0.050, 0.015, 0.018], [0.030, 0.050, 0.016], [-0.054, 0.034, 0.000], [0.136, 0.010, 0.050], [0.011, -0.013, -0.010], [0.000, 0.003, -0.001], [0.007, -0.014, 0.013], [-0.004, -0.001, 0.012], [-0.005, -0.003, 0.001], [-0.001, 0.000, -0.005], [-0.002, 0.015, -0.032], [-0.002, 0.000, 0.003], [0.006, -0.018, -0.002], [-0.085, -0.005, -0.028], [0.000, 0.041, 0.032], [-0.004, -0.009, -0.030], [0.002, 0.012, -0.034], [0.002, -0.006, -0.006], [0.011, 0.003, 0.009], [-0.033, 0.005, 0.009], [-0.001, -0.004, -0.001], [0.023, -0.061, -0.032], [-0.002, 0.001, 0.002], [-0.007, -0.006, 0.027], [-0.001, 0.003, 0.016], [0.006, -0.008, -0.010], [-0.008, -0.014, -0.016], [0.005, -0.013, -0.013], [0.004, -0.003, 0.000], [-0.033, 0.019, 0.009], [0.003, 0.002, 0.007], [-0.013, -0.006, 0.012], [0.037, 0.000, 0.027], [0.019, 0.004, 0.002], [0.000, 0.021, 0.002], [-0.008, 0.005, 0.000], [0.000, -0.002, 0.004], [-0.008, -0.004, -0.006], [-0.002, -0.005, -0.004], [-0.001, 0.032, -0.018]]
}

***

2.
{
  "formula": "C34H36AsF6N2PPtSTe",
  "method": "ωB97M-V/def2-TZVPD",
  "spin_multiplicity": 2,
  "s2": 0.757,
  "e_above_lowest_ev": 0.000,
  "largest_force_ha_per_bohr": 0.0238,
  "gap_ev": [5.791, 5.614],
  "charge": 3,
  "species": ["Pt", "Te", "As", "S", "P", "F", "F", "F", "F", "F", "F", "N", "N", "C", "C", "C", "C", "C", "C", "C", "C", "C", "C", "C", "C", "C", "C", "C", "C", "C", "C", "C", "C", "C", "C", "C", "C", "C", "C", "C", "C", "C", "C", "C", "C", "C", "C", "H", "H", "H", "H", "H", "H", "H", "H", "H", "H", "H", "H", "H", "H", "H", "H", "H", "H", "H", "H", "H", "H", "H", "H", "H", "H", "H", "H", "H", "H", "H", "H", "H", "H", "H", "H"],
  "positions_angstrom": [[0.3588, 0.2684, -0.6293], [1.7221, 0.9559, 3.4903], [-0.6807, -1.9363, -1.0411], [1.9631, -1.0427, 0.4412], [3.1934, 2.9207, 0.5247], [2.2019, 3.9100, -0.2640], [4.2874, 3.9950, 0.7532], [2.3993, 3.3110, 1.9114], [1.9013, 1.7280, 0.3239], [3.9521, 1.7726, 1.3408], [3.7894, 2.3785, -0.8479], [-0.3293, 2.3221, -1.0994], [1.6429, -0.0030, -2.2560], [0.8288, -5.4403, 0.6092], [0.7454, 2.5092, 7.3526], [-2.4728, -2.3147, -0.5150], [2.0884, 1.1141, -3.1505], [-0.2485, 2.0157, -3.5558], [1.9863, -4.9743, 1.2325], [2.3295, -3.6314, 1.2019], [1.4786, 4.4318, 6.0894], [0.4856, -3.3571, -4.7736], [-2.4926, 1.8563, 1.1019], [1.6792, 3.6417, 4.9672], [0.9413, 1.6958, 6.2465], [-1.2341, -1.3884, -3.8073], [-1.8524, 2.8333, 1.8336], [-0.0427, 2.9908, -2.4063], [-4.7658, -2.7170, -1.0811], [1.0645, 1.5600, -4.1766], [-3.9912, -3.0646, 1.1813], [-3.4942, -2.3185, -1.4663], [0.3646, -3.2090, -0.1060], [0.3601, -3.1764, -3.4015], [1.0149, 3.8688, 7.2721], [-1.9129, 0.5902, 0.9872], [-0.0429, 1.3248, 2.3685], [1.5025, -2.7417, 0.5202], [-0.5052, -2.1917, -2.9252], [0.0014, -4.5570, -0.0584], [1.3857, 2.2832, 5.0627], [-5.0127, -3.0832, 0.2352], [-1.1001, -1.5807, -5.1719], [-0.2379, -2.5631, -5.6520], [-2.7161, -2.6742, 0.8143], [-0.6216, 2.5678, 2.4610], [-0.6748, 0.2957, 1.5986], [2.0837, 4.0764, 4.0644], [1.7021, 5.4888, 6.0407], [-3.4624, 2.0494, 0.6603], [-4.1893, -3.3680, 2.2003], [-1.6739, -0.9776, -5.8633], [0.8814, 4.4930, 8.1454], [2.4730, -0.3539, -1.7711], [-0.9039, -4.9097, -0.5377], [-0.1414, -2.7180, -6.7185], [2.9842, 0.7494, -3.6585], [0.3944, 2.0745, 8.2784], [0.0870, 2.8664, -0.3429], [-2.4844, -0.2041, 0.5245], [-1.3342, 2.3318, -0.9646], [1.5264, 2.3799, -4.7297], [-3.3046, -2.0570, -2.4975], [-1.9297, -0.6461, -3.4361], [-0.7699, 1.1437, -3.1540], [0.5717, -6.4895, 0.6543], [-0.1621, 3.3425, 3.0605], [-1.9173, -2.6938, 1.5469], [-0.6941, 3.8589, -2.5036], [2.6324, -5.6696, 1.7519], [0.9755, 3.3667, -2.3479], [-0.3929, -0.7354, 1.7807], [-5.5614, -2.7491, -1.8130], [0.8711, 0.7655, -4.9015], [1.2649, -0.7700, -2.8175], [-0.9059, 2.4300, -4.3192], [-2.3104, 3.8070, 1.9585], [2.4166, 1.9194, -2.4984], [1.1455, -4.1252, -5.1539], [-6.0063, -3.3971, 0.5265], [0.7474, 0.6324, 6.3208], [3.2271, -3.2833, 1.6976], [0.9200, -3.8046, -2.7194]],
  "forces_ev_per_a": [[0.477, -0.093, 1.121], [-0.035, 0.033, -0.092], [0.001, -0.260, -0.490], [-0.070, -0.119, 0.082], [0.062, 0.248, 0.199], [-0.001, -0.022, -0.063], [0.001, -0.020, -0.052], [-0.059, -0.087, -0.004], [-0.125, -0.168, -0.065], [0.012, -0.043, -0.032], [-0.023, -0.005, 0.028], [-0.313, -0.421, -0.432], [-0.297, 0.213, 0.017], [0.022, 0.012, 0.039], [0.007, -0.038, -0.005], [-0.030, 0.330, -0.092], [0.097, 0.188, -0.057], [0.026, -0.015, -0.007], [0.001, 0.007, -0.015], [0.009, 0.002, 0.010], [0.012, -0.006, -0.012], [0.018, -0.026, 0.015], [0.005, -0.024, -0.054], [0.007, 0.009, 0.028], [-0.049, 0.048, 0.014], [-0.048, -0.089, -0.037], [0.021, 0.009, -0.012], [0.008, 0.106, 0.019], [0.009, 0.029, -0.027], [-0.033, -0.153, 0.097], [-0.017, 0.005, 0.007], [-0.033, -0.012, 0.072], [-0.058, 0.018, 0.046], [0.058, 0.024, 0.012], [0.009, 0.014, 0.006], [-0.130, -0.038, 0.050], [0.035, 0.062, 0.009], [0.088, -0.013, -0.062], [-0.027, 0.091, 0.002], [0.014, 0.041, -0.006], [0.063, -0.040, -0.072], [-0.003, -0.009, 0.023], [0.002, 0.001, 0.022], [-0.016, -0.008, -0.016], [0.035, -0.106, -0.014], [0.014, -0.013, 0.067], [0.156, 0.256, -0.170], [-0.021, -0.006, -0.046], [0.017, -0.004, 0.010], [0.008, -0.020, -0.003], [-0.003, 0.002, 0.000], [-0.004, -0.004, 0.007], [-0.024, 0.003, -0.007], [0.029, -0.104, -0.090], [-0.009, 0.014, 0.001], [0.009, 0.011, 0.001], [0.001, -0.056, 0.043], [0.011, 0.005, 0.006], [0.049, 0.017, 0.020], [0.074, 0.100, 0.019], [-0.048, 0.079, 0.091], [-0.016, 0.001, -0.027], [-0.033, -0.034, 0.025], [0.034, 0.053, -0.028], [-0.126, -0.028, -0.042], [0.019, -0.004, -0.010], [0.012, 0.031, 0.003], [0.009, -0.004, -0.016], [-0.030, -0.011, 0.112], [-0.017, -0.003, 0.016], [-0.005, 0.044, -0.059], [-0.062, -0.029, -0.023], [-0.001, -0.005, 0.001], [0.060, -0.018, -0.010], [0.062, 0.004, -0.050], [0.076, 0.064, -0.020], [0.015, 0.003, 0.006], [-0.003, 0.005, -0.023], [-0.003, -0.003, 0.005], [0.001, 0.001, 0.002], [0.001, -0.005, 0.002], [0.010, -0.023, -0.013], [0.014, 0.004, -0.001]]
}